Entry 1:
{
  "formula": "C6H22NaO5",
  "method": "the ωB97M-V functional and the def2-TZVPD basis",
  "symbols": ["H", "H", "C", "H", "H", "O", "H", "C", "H", "H", "C", "H", "C", "H", "H", "H", "C", "H", "H", "C", "H", "H", "Na", "O", "H", "H", "O", "H", "H", "O", "H", "H", "O", "H"],
  "coordinates": [[-0.22879, -0.72650, 3.43994], [-2.05754, 2.51529, 0.83366], [2.44565, 2.55447, -0.57791], [0.92200, -2.87931, 0.52139], [-0.26776, -0.99630, -2.69986], [0.09438, 0.12256, 3.12970], [2.17454, 2.44606, 1.32357], [1.97370, -2.62322, 0.64957], [-2.07649, -3.40847, -1.62122], [-3.22595, -3.15923, -2.93125], [-2.18906, 2.44944, -1.08793], [1.73401, 2.68902, -1.39251], [-2.27876, -2.81712, -2.51424], [1.46655, -0.09009, 4.74263], [1.77679, 1.18002, 3.73506], [-2.71622, -0.74647, -2.88070], [-2.15939, -1.34106, -2.15647], [0.25537, 1.38352, 4.71338], [-2.67413, 1.57539, -1.52250], [0.92519, 0.68914, 4.20614], [2.47657, -3.46524, 0.17393], [3.03271, -1.43399, -0.29262], [-0.09336, -0.13221, 0.23645], [-0.80830, -1.02518, -1.90703], [-1.52529, -3.06219, -3.26278], [-1.51608, 2.83120, -1.85569], [-1.61104, 2.04041, 0.12887], [-2.98417, 3.17737, -0.92666], [2.03786, -2.57983, 1.73681], [1.76797, 2.02501, 0.56263], [2.78198, 3.53931, -0.25375], [3.29562, 1.90723, -0.79405], [2.08379, -1.43033, -0.14724], [-2.83237, -1.20867, -1.30933]],
  "mulliken_charge": [0.254, 0.207, -0.482, 0.186, 0.154, -0.249, 0.193, -0.200, 0.232, 0.398, -0.493, 0.143, -1.140, 0.328, 0.118, 0.320, -0.004, 0.231, 0.155, -0.438, 0.375, 0.263, -1.388, -0.176, 0.303, 0.180, -0.231, 0.374, 0.055, -0.086, 0.376, 0.175, -0.417, 0.284],
  "lumo_energy_ev": [0.03, 0.15],
  "multiplicity": 2,
  "total_charge": 0
}

---

Entry 2:
{
  "formula": "C3HF3O",
  "method": "the ωB97M-V functional and the def2-TZVPD basis",
  "symbols": ["H", "F", "C", "C", "C", "O", "F", "F"],
  "coordinates": [[0.70459, 0.26635, 0.96733], [2.31017, 1.25099, -1.99801], [-1.50011, -0.88961, 0.39590], [1.73198, 0.85149, -0.90522], [1.21537, 0.76810, 0.18407], [-1.03473, -1.48470, -0.47966], [-1.85362, -1.20569, 1.62290], [-1.57366, 0.44306, 0.21269]],
  "mulliken_charge": [0.325, -0.212, 0.595, 0.306, -0.414, -0.284, -0.158, -0.158],
  "lumo_energy_ev": 0.57,
  "total_charge": 0,
  "smiles": "O=C(F)F.C#CF"
}

---

Entry 3:
{
  "formula": "C47H33F17N6O15",
  "method": "the ωB97M-V functional and the def2-TZVPD basis",
  "symbols": ["H", "H", "F", "F", "F", "C", "C", "C", "H", "F", "H", "H", "C", "C", "N", "C", "H", "O", "N", "C", "O", "C", "H", "H", "C", "C", "H", "C", "C", "C", "C", "C", "C", "C", "C", "C", "H", "H", "C", "H", "H", "O", "F", "H", "C", "C", "O", "C", "O", "H", "C", "C", "C", "C", "H", "F", "C", "C", "H", "H", "C", "H", "O", "F", "C", "F", "H", "H", "H", "C", "F", "C", "H", "N", "H", "N", "H", "C", "C", "C", "H", "C", "F", "H", "F", "H", "C", "F", "C", "O", "O", "O", "H", "O", "F", "H", "O", "O", "F", "H", "N", "O", "C", "C", "F", "O", "H", "C", "C", "C", "C", "H", "F", "N", "F", "C", "C", "O"],
  "coordinates": [[0.88213, 1.79105, -2.39111], [-6.94713, 0.03774, 9.38646], [0.76800, 0.56231, -7.51895], [-0.15322, 1.96959, -5.09846], [1.49787, 2.99295, -8.56080], [7.36055, 3.49421, -4.33836], [-0.74310, -0.75697, -0.00034], [3.73022, 0.08634, -6.94686], [2.99005, -4.73869, -0.69589], [5.48530, -0.49852, -5.52307], [0.56614, 2.37325, -0.02623], [-4.04054, 0.19802, 7.43167], [1.47188, -6.19654, -0.29752], [-2.30403, -5.05635, 0.99587], [-5.13421, 2.00273, 9.28120], [-0.56673, -1.07926, -1.33185], [-4.95335, -6.80434, 2.11722], [2.13223, 6.42181, -1.61173], [5.06351, -5.80110, 0.62128], [1.16883, 0.42124, -6.25092], [-4.30655, 2.87591, 9.42191], [-3.06041, -0.33114, 5.60480], [-7.99800, -0.89044, 11.41480], [0.42246, 6.83179, -6.02243], [0.49363, 8.91241, -5.50165], [7.20939, 1.76818, -5.87972], [0.10104, 9.24381, -6.45407], [-3.05185, -1.18271, 4.50722], [0.67215, 7.55645, -5.26061], [4.87980, 0.59973, -6.00652], [0.81654, 9.84437, -4.52398], [0.81839, 3.45784, -7.50950], [1.47644, 8.06972, -3.07513], [2.14293, -8.07899, 1.04710], [1.16670, -7.39595, 0.33267], [1.31131, 9.42390, -3.29983], [0.16384, -7.79957, 0.26802], [-0.89124, -2.04528, -1.69013], [0.42799, 1.07857, -1.73171], [0.71653, -5.67115, -0.85615], [8.00421, 0.45925, -4.30615], [7.15629, 3.20228, -5.65240], [4.39087, 1.33289, -4.99322], [-2.30298, 0.43684, 5.69436], [3.70927, -6.36287, 0.51030], [1.16885, 7.12916, -4.04009], [5.27588, -4.73316, 0.08648], [-5.74734, 1.43626, 10.48981], [-1.02276, -0.06086, 2.57051], [0.67966, 10.89981, -4.71431], [3.42546, -7.56297, 1.13721], [-1.83822, -4.51961, 2.18428], [-5.98134, 1.41537, 12.86210], [-5.01451, -1.43516, 6.46568], [-5.71327, 1.80131, 13.83572], [2.76355, -0.78303, -4.91612], [-3.63428, -5.62831, 3.33360], [7.31764, 1.28527, -4.42527], [1.90420, -9.01336, 1.53621], [-7.38921, -0.00299, 13.63866], [-0.33558, 0.48265, 0.45072], [-2.28763, -1.08296, 3.74723], [-6.89283, -3.35866, 6.08543], [4.26394, -0.97866, -7.57585], [-4.08099, -6.16636, 2.13344], [3.41673, 0.96196, -7.90549], [4.18700, -8.09129, 1.69099], [-4.65341, 2.72813, 11.81033], [0.14982, -0.42413, -3.23720], [5.94117, 1.44191, -6.72980], [-0.43951, 3.03352, -7.55126], [-3.41453, -5.88091, 0.95319], [1.30926, 6.07633, -3.85068], [-6.03649, -3.29993, 5.22760], [-2.16635, -4.39149, 4.29427], [-0.54652, 0.81270, 1.86497], [6.39864, 1.15422, -3.86802], [-4.03899, -0.45886, 6.58394], [-5.38558, 1.93898, 11.72638], [1.56693, 3.06001, -6.19038], [-0.96678, -3.88105, 2.20143], [-2.51266, -4.80927, 3.35898], [0.23393, -0.36385, -5.66279], [-3.76338, -6.29324, 0.01801], [5.38476, 2.57236, -7.18202], [1.56062, 10.14563, -2.53646], [-6.67812, 0.42124, 10.35951], [2.10935, -1.59252, -6.78861], [-7.26715, -0.09846, 11.50048], [7.07894, 4.53206, -3.79356], [-0.63077, -4.00634, -0.17638], [5.88836, -6.43803, 1.24185], [-4.02231, -2.82712, 3.53325], [-0.23450, 1.91394, 2.25204], [6.35978, 0.77173, -7.83311], [8.12542, 1.68516, -6.44906], [7.97000, 2.39721, -3.79246], [-2.04760, -5.17360, -1.29081], [0.82184, 4.79550, -7.59617], [-5.77622, -1.53540, 7.22445], [1.98184, 7.61507, -1.77121], [2.21409, 8.45899, -0.93261], [2.46880, -0.44238, -6.17758], [2.75134, -5.67277, -0.20947], [1.33911, 4.04777, -5.29791], [-5.49238, 1.55884, 8.20676], [-1.19807, -1.46894, 0.67128], [-6.92230, 0.40017, 12.74973], [-4.99607, -2.27249, 5.36465], [0.01757, -0.16536, -2.19909], [1.12495, 1.76553, -5.46667], [-4.16378, -5.84577, 4.25143], [2.88225, 3.08483, -6.43953], [-1.60970, -4.72503, -0.25252], [1.83249, 1.69798, -4.32367], [0.24911, 1.40847, -0.39471], [-4.02580, -2.16219, 4.38456], [-5.97940, -4.03897, 4.26411]],
  "mulliken_charge": [0.655, 0.416, -0.284, -0.329, -0.209, 0.665, -0.170, 0.545, 0.507, -0.331, 0.531, 0.342, -0.359, -0.144, 1.047, -0.839, 0.415, -0.612, 1.038, 0.450, -0.612, -0.908, 0.383, 0.361, -0.580, -0.335, 0.391, -0.340, -0.195, 0.413, -0.376, 0.602, 0.017, -0.442, -0.492, -0.495, 0.427, 0.466, -0.212, 0.537, 0.353, -0.368, -0.244, 0.461, 0.130, -0.432, -0.610, 0.172, -0.687, 0.374, -0.416, 0.233, -0.433, -0.693, 0.372, -0.237, -0.229, -0.384, 0.386, 0.378, -0.059, 0.736, -0.633, -0.311, -0.632, -0.212, 0.458, 0.452, 0.372, 0.869, -0.245, -0.529, 0.671, 1.030, 0.475, 1.019, 0.262, -0.023, -0.378, 0.197, 0.548, -0.962, -0.324, 0.493, -0.226, 0.448, -0.250, -0.347, -0.506, -0.505, -0.590, -0.612, 0.729, -0.608, -0.336, 0.473, -0.391, -0.633, -0.223, 0.513, 1.044, -0.612, 0.635, -0.579, -0.212, -0.634, 0.597, -0.416, -0.013, -0.303, 0.999, 0.422, -0.175, 1.187, -0.153, -0.951, -0.514, -0.604],
  "lumo_energy_ev": -0.80,
  "total_charge": 0,
  "smiles": "O=C1OC[C@@H](C(F)(F)C(F)(F)C(F)(F)C(F)(F)C(F)(F)C(F)(F)C(F)(F)C(F)(F)F)O1.O=[N+]([O-])c1ccccc1.O=[N+]([O-])c1ccccc1.O=[N+]([O-])c1ccccc1.O=[N+]([O-])c1ccccc1.O=[N+]([O-])c1ccccc1.O=[N+]([O-])c1ccccc1"
}

---

Entry 4:
{
  "formula": "C3H2AgFO2",
  "method": "the ωB97M-V functional and the def2-TZVPD basis",
  "symbols": ["O", "F", "C", "C", "H", "C", "O", "H", "Ag"],
  "coordinates": [[-0.60583, 1.26930, -0.63406], [1.92272, 0.70728, 0.80165], [1.50889, -0.12308, -0.20028], [-1.32935, 0.56840, 0.07373], [0.37793, -1.83041, -0.68145], [0.49633, -0.99072, 0.00623], [-0.64078, -0.54918, 0.62886], [2.21756, -0.18818, -1.02411], [-3.94746, 1.13659, 1.02943]],
  "mulliken_charge": [-0.478, -0.235, -0.034, 0.286, 0.294, -0.224, -0.313, 0.293, 0.411],
  "lumo_energy_ev": [-2.16, -2.16],
  "total_charge": 0
}

---

Entry 5:
{
  "formula": "C20H20NO12P2Zr",
  "method": "the ωB97M-V functional and the def2-TZVPD basis",
  "symbols": ["H", "O", "C", "H", "C", "O", "O", "H", "H", "O", "H", "C", "C", "C", "C", "O", "C", "C", "H", "H", "H", "H", "O", "O", "C", "C", "P", "H", "H", "H", "H", "H", "C", "C", "Zr", "O", "H", "O", "C", "P", "C", "O", "H", "O", "C", "N", "C", "H", "C", "C", "C", "H", "H", "H", "O", "C"],
  "coordinates": [[2.87533, -0.04131, -0.38174], [-2.25422, 3.71076, 1.47523], [0.74501, -1.40924, 0.86304], [-3.84706, 2.15240, 0.27122], [-2.28554, 1.70304, -1.20420], [-1.00640, 1.89120, 1.78349], [0.95454, 0.65289, 2.99480], [0.13200, 2.90851, 3.40977], [0.83962, -3.92390, 3.18393], [-1.60946, -0.19478, -0.05115], [1.61938, -5.22594, 1.20104], [1.30460, 0.24880, -3.15336], [0.59273, -2.11448, 2.05905], [1.39065, -3.55421, -0.13059], [1.49399, -0.33380, -1.90795], [-0.88577, 3.28785, -2.31968], [1.08608, -2.19669, -0.25638], [-2.81180, 0.24329, 0.61998], [-4.02988, -1.51706, 0.28781], [-3.10787, -1.59901, -1.86462], [0.00220, -3.30247, -2.45418], [1.69301, -4.11303, -1.00979], [3.02923, 1.92829, 3.46169], [0.01339, 2.02001, -0.72154], [-2.01391, 0.19777, -1.38188], [-1.99458, 2.55469, 1.22914], [3.32083, 1.75297, 1.90413], [1.63705, 1.26650, -3.31967], [-2.72456, 0.03052, 1.68142], [-1.22374, -0.04538, -2.08714], [5.37789, 2.32772, 1.97676], [-4.86394, -0.00221, -0.07607], [-0.97570, 2.44775, -1.44815], [-3.31908, -0.57386, -1.56173], [0.60796, 0.87914, 0.93583], [1.79641, 0.91899, 5.44130], [2.37636, 1.33459, -1.16602], [2.13416, 2.35772, 1.15136], [0.91548, -3.45732, 2.20909], [1.59449, 1.49012, 4.11312], [-2.84173, 1.73438, 0.25974], [0.77274, 2.85245, 4.13849], [0.50373, 0.00922, -5.12312], [4.56247, 2.71791, 1.64401], [1.33817, -4.18398, 1.10577], [2.08977, 0.41234, -0.85557], [1.02169, -1.62039, -1.62836], [-3.96127, -0.11673, -2.31389], [-3.90584, -0.51886, -0.12972], [0.21578, -1.74808, -3.91593], [0.66175, -0.45640, -4.15900], [0.29491, -1.57898, 2.95305], [-0.29232, -2.30485, -4.69322], [-3.02160, 2.07346, -1.91457], [3.58856, 0.34227, 1.53751], [0.39430, -2.31456, -2.66256]],
  "mulliken_charge": [0.444, -0.701, 1.264, 0.551, 0.418, -0.773, -0.265, 0.426, 0.416, 0.180, 0.366, -0.548, -1.034, -0.531, 0.894, -0.757, 0.158, -0.142, 0.375, 0.340, 0.519, 0.496, -0.238, -0.457, 0.598, -0.158, 0.601, 0.333, 0.626, -0.574, 0.331, 0.380, -0.191, -0.861, 1.197, -0.745, 0.354, -0.597, -0.916, 0.718, 0.132, -0.539, 0.388, -0.544, -0.714, -0.340, 0.541, 0.411, -1.102, -0.896, -0.734, 0.525, 0.375, 0.492, -0.650, -0.843],
  "lumo_energy_ev": 2.55,
  "total_charge": -1
}

---

Entry 6:
{
  "formula": "C5H12N2",
  "method": "the ωB97M-V functional and the def2-TZVPD basis",
  "symbols": ["H", "H", "C", "N", "C", "H", "H", "H", "C", "H", "H", "N", "C", "H", "H", "H", "H", "C", "H"],
  "coordinates": [[-0.92686, -1.30271, 0.41084], [0.50086, 0.04429, 2.25559], [0.30717, 0.40149, -0.10109], [1.56196, -0.33124, 0.08567], [-2.15352, -0.12525, -0.90710], [0.25375, 1.05866, -0.97664], [-1.36407, 0.29453, -2.94878], [-2.64844, 0.42758, -0.08744], [-1.99154, 0.73718, -2.15008], [-2.74663, -1.04442, -1.11256], [-1.62995, 1.74479, -1.93668], [1.47935, 0.16875, 2.41771], [-0.77780, -0.67468, -0.45515], [0.04020, 1.05984, 0.71774], [-2.93454, 0.87459, -2.65505], [2.11379, 0.15583, 3.19116], [-0.40822, -1.31754, -1.25538], [2.12730, -0.29825, 1.25163], [3.05813, -0.85537, 1.35800]],
  "mulliken_charge": [0.274, 0.234, -0.724, -0.575, -0.241, 0.329, 0.302, 0.261, -1.206, 0.285, 0.315, -0.445, -0.542, 0.416, 0.364, 0.241, 0.318, 0.036, 0.358],
  "lumo_energy_ev": 1.00,
  "total_charge": 0,
  "smiles": "CCCC/N=C\\N"
}